A structure of composition C24H60CrCsLi2N4O12PS2. Source: OMol25; level of theory: ωB97M-V with the def2-TZVPD basis set.

Geometry (Å):
Cr  -6.046  20.360  -16.512
Cs  -8.495  23.435  -17.926
Li  -3.827  18.389  -18.254
Li  -9.025  18.344  -17.779
P  -7.044  19.468  -18.489
O  -7.587  19.204  -17.062
O  -5.565  19.148  -18.084
O  -6.911  20.980  -18.133
O  -8.059  18.703  -19.399
S  -3.398  20.421  -16.245
O  -2.412  21.228  -15.494
O  -2.820  19.482  -17.196
O  -4.483  19.751  -15.535
O  -4.354  21.291  -16.982
S  -7.175  21.929  -14.595
O  -6.287  22.237  -15.667
O  -6.568  22.322  -13.365
O  -8.506  22.488  -14.829
O  -7.077  20.494  -14.885
C  -10.548  19.733  -16.030
C  -11.240  18.414  -15.948
N  -10.496  17.368  -16.751
C  -11.311  16.454  -17.562
C  -11.734  17.215  -18.845
C  -9.589  16.557  -15.975
C  -8.491  15.930  -16.811
H  -10.218  19.883  -17.058
H  -9.707  19.715  -15.336
H  -11.127  20.589  -15.682
H  -11.521  18.122  -14.936
H  -12.224  18.548  -16.398
H  -12.207  16.071  -17.073
H  -10.814  15.510  -17.784
H  -12.349  16.532  -19.431
H  -10.793  17.492  -19.319
H  -12.292  18.130  -18.643
H  -9.177  17.216  -15.210
H  -10.228  15.813  -15.499
H  -7.708  15.500  -16.186
H  -8.839  15.052  -17.354
H  -8.020  16.685  -17.442
C  -5.044  16.870  -20.903
C  -3.714  16.394  -20.320
N  -3.545  16.466  -18.837
C  -2.192  16.115  -18.285
C  -1.011  16.993  -18.850
C  -4.572  15.679  -18.116
C  -4.338  15.416  -16.600
H  -5.424  17.748  -20.381
H  -5.788  16.086  -20.763
H  -5.088  16.945  -21.989
H  -3.411  15.403  -20.657
H  -2.934  17.069  -20.671
H  -2.062  16.178  -17.204
H  -2.036  15.070  -18.555
H  -0.954  18.058  -18.624
H  -0.081  16.689  -18.370
H  -0.961  17.080  -19.935
H  -4.663  14.710  -18.608
H  -5.515  16.168  -18.358
H  -5.129  14.832  -16.129
H  -3.985  16.270  -16.022
H  -3.498  14.721  -16.577
C  -9.417  15.935  -21.451
C  -9.105  15.911  -22.942
N  -10.248  15.324  -23.628
C  -10.182  15.740  -25.048
C  -10.420  17.240  -25.394
C  -10.258  13.822  -23.553
C  -11.606  13.290  -23.795
H  -9.865  14.992  -21.139
H  -10.165  16.726  -21.410
H  -8.575  16.240  -20.830
H  -8.910  16.841  -23.476
H  -8.157  15.380  -23.030
H  -9.350  15.210  -25.514
H  -10.943  15.183  -25.595
H  -9.542  17.878  -25.291
H  -10.741  17.283  -26.435
H  -11.238  17.529  -24.734
H  -9.901  13.336  -22.645
H  -9.611  13.370  -24.306
H  -12.074  13.568  -24.740
H  -12.290  13.631  -23.018
H  -11.612  12.204  -23.699
C  -3.431  25.978  -21.419
C  -3.060  24.685  -21.979
N  -3.765  23.632  -21.235
C  -3.058  22.327  -21.363
C  -1.670  22.187  -20.600
C  -5.132  23.581  -21.808
C  -5.888  22.471  -21.070
H  -4.158  25.991  -20.607
H  -3.725  26.663  -22.214
H  -2.527  26.333  -20.925
H  -3.163  24.706  -23.064
H  -1.989  24.568  -21.817
H  -3.628  21.434  -21.105
H  -2.719  22.132  -22.380
H  -1.074  21.276  -20.559
H  -0.956  22.890  -21.030
H  -1.798  22.548  -19.580
H  -5.127  23.455  -22.891
H  -5.652  24.521  -21.622
H  -5.963  22.616  -19.992
H  -5.432  21.536  -21.393
H  -6.869  22.306  -21.516

Results
ΔE to the lowest compared entry with this formula, charge and spin	222.4	kJ/mol
Kohn-Sham gap (alpha / beta)	4.71 / 6.22	eV
multiplicity	4
electronic energy	-4290.03342	Ha
net charge	-1
<S²>	3.765

Mulliken atomic charge list, values in e, 6 entries: number 1, Cr, carries -0.0124; number 2, Cs, carries 1.0331; number 3, Li, carries 1.1389; number 4, Li, carries 0.9165; number 5, P, carries 0.2326; number 6, O, carries -0.9867